Entry 1:
An isolated ion of composition C8H21P2S and charge +1, computed with ωB97M-V/def2-TZVPD.

Properties
Gap between HOMO and LUMO   8.9 eV
Total charge   +1
E_tot   -1397.908290 hartree

CARTESIAN COORDINATES (ANGSTROEM)
1 C 2.22047 -1.89573 1.35425
2 C 3.00393 -0.64611 0.63716
3 C 2.04825 0.62335 0.23410
4 C 3.06255 1.84896 -0.23393
5 P 0.77407 0.26380 -1.15215
6 S 0.98896 -1.67355 -2.07121
7 P -1.22965 0.69372 -0.41279
8 C -1.53010 0.06479 1.35587
9 C -2.76302 -0.99188 1.54489
10 C -2.60559 0.23000 -1.64259
11 C -3.73466 1.45536 -1.56968
12 H 1.66905 -1.56892 2.34582
13 H 1.42733 -2.43761 0.68741
14 H 3.05482 -2.69695 1.64219
15 H 3.78769 -0.24220 1.44155
16 H 3.67444 -0.97146 -0.29351
17 H 1.47666 1.01456 1.19225
18 H 3.36398 1.60974 -1.36352
19 H 4.03558 1.86059 0.45399
20 H 2.51837 2.89805 -0.19609
21 H 1.03413 1.24208 -2.21786
22 H 2.33980 -2.03351 -1.77862
23 H -0.55050 -0.44826 1.80571
24 H -1.77541 1.00605 2.04765
25 H -3.17450 -1.47461 0.56231
26 H -2.36710 -1.88261 2.23356
27 H -3.68525 -0.50451 2.11519
28 H -2.12979 0.24424 -2.73843
29 H -3.06980 -0.83478 -1.51551
30 H -3.98352 1.55837 -0.40645
31 H -4.69872 1.23588 -2.19420
32 H -3.18251 2.45317 -1.86734

Cartesian forces (eV/Å) of the 3 atoms listed first:
0.6 -0.5 0.2
0.2 -0.1 0.6
1.6 0.8 1.3

Results of the Mulliken charge analysis, in e, for atoms 1 through 5: atom 1 (C): -0.894, atom 2 (C): -0.743, atom 3 (C): 0.293, atom 4 (C): -1.225, atom 5 (P): 0.223

Entry 2:
C15H18ClF3N2O4Ta as an isolated structure, computed with ωB97M-V/def2-TZVPD.

Properties
Gap between HOMO and LUMO   6.6 eV
Total charge   -1
Relative energy (zero: lowest compared OMol25 entry of this formula, charge and spin)   0.000 eV
E_tot   -1809.793052 hartree

CARTESIAN COORDINATES (ANGSTROEM)
1 Ta -0.02354 -0.41736 0.50359
2 N -1.90886 0.97014 0.51569
3 C -1.52998 2.37575 0.70003
4 C -0.28556 2.65898 -0.12705
5 O -0.03341 3.80910 -0.49361
6 N 0.42626 1.55710 -0.36594
7 C 1.59883 1.70714 -1.18685
8 C 2.25681 0.34878 -1.32044
9 O 3.25330 0.16309 -1.97732
10 O 1.62904 -0.59633 -0.64477
11 H -2.35656 0.84936 -0.38850
12 H -2.55385 0.64190 1.22601
13 H -1.27249 2.53203 1.74890
14 H -2.31505 3.07832 0.41558
15 H 2.32192 2.40798 -0.75822
16 H 1.36072 2.08432 -2.18587
17 F -0.00099 -3.30149 1.80205
18 C 0.81259 -2.53048 0.98030
19 F 2.00506 -2.48291 1.66697
20 F 1.08885 -3.37644 -0.06688
21 C -1.82202 0.02892 3.69273
22 O -0.96400 -0.73928 2.87772
23 C 0.20387 -0.03985 2.40605
24 C 1.15970 0.39874 3.46154
25 H -2.77231 -0.50119 3.77361
26 H -1.99203 1.03053 3.27675
27 H -1.40292 0.15233 4.69580
28 H 0.74600 1.17387 4.11957
29 H 2.05644 0.80823 2.99572
30 H 1.46514 -0.44902 4.08664
31 Cl -1.50251 -0.03529 -2.72173
32 C -1.36561 -1.78166 -2.69199
33 C -1.11666 -2.42119 -3.89520
34 C -0.98038 -3.79821 -3.91418
35 C -1.09709 -4.50622 -2.72514
36 C -1.34930 -3.84185 -1.53912
37 C -1.49142 -2.45060 -1.47879
38 C -1.74726 -1.74576 -0.19134
39 H -1.01919 -1.83492 -4.79888
40 H -0.77359 -4.30874 -4.84580
41 H -0.97999 -5.58279 -2.72010
42 H -1.41421 -4.39759 -0.61256
43 H -1.90651 -2.48251 0.59718
44 H -2.67623 -1.17203 -0.29838

Cartesian forces (eV/Å) of the 3 atoms listed first:
0.0 0.1 0.2
0.1 0.0 0.0
0.0 0.1 0.0

Results of the Mulliken charge analysis, in e, for atoms 1 through 5: atom 1 (Ta): 2.208, atom 2 (N): -0.700, atom 3 (C): -0.549, atom 4 (C): 0.396, atom 5 (O): -0.782